The following is a quantum chemistry calculation of a 15-piece molecular cluster, C60H159N21O24 overall, from the Open Molecules 2025 dataset.

Structure (XYZ):
```
264
Properties=species:S:1:pos:R:3:lowdin_charge:R:1
O -4.47 10.71 -2.21 -0.165
O -0.20 3.32 0.06 -0.224
O 7.19 -0.81 3.20 0.033
O 3.31 3.10 -2.16 -0.205
O -1.48 -9.66 -1.95 -0.211
O 5.15 -7.01 -0.04 -0.233
O 1.30 4.92 -7.40 -0.190
O -4.38 -2.51 -0.74 -0.243
O 0.41 -6.30 -1.71 -0.191
O -2.70 -0.04 -4.69 0.007
O -3.05 4.80 -3.86 -0.193
O 0.42 7.09 -1.38 -0.216
O 0.29 -2.15 1.66 -0.196
O -3.31 1.00 3.98 -0.019
O -3.42 4.44 1.60 -0.018
O -0.03 -6.77 2.89 -0.244
O 2.87 -2.78 -1.10 -0.205
O -2.89 -2.63 3.68 -0.004
O 8.21 6.60 1.46 -0.216
O -7.13 2.52 -0.86 -0.188
O 1.15 3.70 4.92 0.019
O -4.15 -6.60 -0.22 -0.203
O 3.38 -4.14 4.60 -0.201
O 3.49 3.91 2.14 -0.223
N 1.99 0.49 -2.54 -0.082
N 4.96 -1.31 3.36 0.152
N -5.32 -0.02 3.76 0.141
N -2.31 5.80 0.12 0.175
N -2.23 -0.49 -2.45 0.179
N -3.41 -5.51 2.67 -0.039
N 5.01 -5.65 2.45 -0.068
N -6.87 -0.34 -0.65 -0.059
N -0.55 0.10 -4.02 0.146
N 6.41 -2.89 2.55 0.142
N -4.90 2.05 2.54 0.167
N 5.32 6.93 1.65 -0.075
N -0.54 3.79 3.32 0.157
N -3.99 7.08 -2.58 -0.068
N -0.47 2.09 4.75 0.148
N -4.64 6.10 0.41 0.169
N -2.80 -2.40 6.05 0.161
N 1.03 -8.79 -0.90 -0.061
N -0.97 -1.91 4.65 0.177
N 1.05 6.44 -4.10 -0.042
N -0.86 0.06 0.20 -0.034
C 6.26 -1.59 3.13 -0.666
C 0.70 6.06 -5.48 -0.184
C 0.86 2.76 0.77 -0.129
C -5.85 0.56 -1.19 -0.191
C -5.77 -2.57 -0.57 -0.224
C -4.53 -7.94 -0.48 -0.105
C 1.06 -3.35 1.53 -0.071
C 2.09 -3.65 4.83 -0.146
C -1.10 2.43 -0.63 -0.178
C -4.21 -4.97 1.58 -0.198
C -4.14 4.68 -3.03 -0.283
C -3.86 -3.37 -1.79 -0.060
C -3.83 9.43 -2.13 -0.226
C 2.87 -0.65 -2.30 -0.192
C 6.27 -6.19 0.47 -0.161
C 0.78 -7.65 3.64 -0.102
C 4.63 4.66 2.38 -0.234
C 4.67 -6.02 3.79 -0.223
C 1.84 -7.63 -0.42 -0.160
C -3.78 11.60 -1.40 -0.154
C -0.98 -2.31 1.10 -0.251
C 1.07 -6.29 -0.41 -0.183
C 1.76 3.73 -7.93 -0.126
C -6.28 -1.35 0.24 -0.176
C -1.63 -0.95 1.04 -0.155
C 7.50 7.56 0.67 -0.217
C 6.25 -6.31 1.99 -0.200
C 4.35 4.02 -2.08 -0.137
C -0.92 -10.21 -0.68 -0.164
C -1.92 -0.16 -3.77 -0.632
C -2.22 -10.73 -2.57 -0.111
C -2.13 -5.98 2.23 -0.213
C -1.33 -6.49 3.41 -0.192
C 9.57 6.96 1.67 -0.114
C 4.16 -2.74 -0.44 -0.044
C -2.32 -2.32 4.74 -0.585
C -6.31 3.60 -0.39 -0.095
C -1.65 1.29 0.20 -0.223
C -2.39 3.57 -4.14 -0.069
C -4.66 8.36 -2.81 -0.210
C 3.30 -5.56 4.13 -0.172
C -6.52 1.79 -1.86 -0.200
C -4.95 -6.06 0.85 -0.215
C -3.48 5.35 0.75 -0.565
C 0.15 3.27 4.38 -0.681
C 1.16 5.91 -1.67 -0.213
C 5.42 -8.43 0.01 -0.087
C 0.71 7.47 0.00 -0.080
C 2.37 1.39 -3.57 -0.220
C 6.12 6.91 0.42 -0.196
C 1.88 5.36 -6.21 -0.218
C 4.22 6.04 1.90 -0.208
C 0.67 5.48 -3.07 -0.182
C 3.57 2.34 -3.36 -0.181
C 3.57 2.55 2.51 -0.078
C -0.12 -9.08 -0.08 -0.220
C 2.26 -1.57 -1.28 -0.282
C -4.42 1.00 3.41 -0.559
C -4.87 5.98 -3.09 -0.193
C -0.39 -5.15 -1.82 -0.113
H 0.16 8.37 0.26 0.083
H -0.60 -1.40 5.41 0.077
H 0.06 0.25 -3.22 0.036
H 1.73 -7.51 3.15 0.065
H 0.75 -8.80 -1.89 0.113
H 2.83 -6.11 4.94 0.117
H -3.15 2.81 -4.35 0.088
H 2.62 3.84 -8.60 0.090
H 2.81 2.44 3.25 0.067
H -2.80 -3.23 -1.79 0.063
H -1.89 1.68 1.19 0.115
H 1.13 4.50 -3.26 0.104
H 4.31 -5.93 1.76 0.106
H 4.88 -2.51 -1.26 0.102
H 0.62 7.36 -4.00 0.103
H 9.66 8.05 1.85 0.089
H -7.53 0.26 -0.19 0.090
H 6.33 -8.67 -0.55 0.086
H -1.61 -7.48 3.79 0.122
H 3.91 -0.39 -2.27 0.112
H -2.65 -1.07 0.64 0.114
H -6.89 4.11 0.40 0.098
H -4.58 -8.57 0.41 0.090
H -0.58 2.05 -1.54 0.124
H -2.59 1.06 -0.33 0.102
H -5.17 6.17 -4.14 0.136
H -3.77 -2.65 6.08 0.098
H -4.88 8.50 -3.87 0.120
H 0.31 -6.21 0.38 0.091
H -3.74 -8.41 -1.09 0.070
H 1.74 -3.94 5.84 0.099
H 7.37 -3.19 2.57 0.084
H -3.63 -4.44 0.84 0.100
H 4.24 4.76 -2.91 0.101
H 0.32 -8.62 3.57 0.082
H -0.36 5.16 -3.04 0.088
H 5.47 -8.87 1.02 0.082
H -5.75 5.92 -2.48 0.091
H 0.06 0.19 0.60 0.085
H -0.83 -5.33 -2.83 0.110
H -3.70 9.10 -1.10 0.112
H -6.99 -1.71 1.01 0.120
H 4.76 -7.10 3.96 0.119
H -2.83 9.51 -2.60 0.135
H 1.61 3.55 0.98 0.087
H -0.13 5.33 -5.50 0.099
H -4.74 3.86 -3.42 0.110
H 3.65 3.02 -4.21 0.111
H -1.75 -0.54 2.06 0.106
H 2.14 -7.91 0.60 0.105
H -4.10 -4.43 -1.62 0.080
H 6.01 -5.17 0.16 0.104
H 4.90 4.74 3.41 0.123
H -0.58 -1.80 3.73 0.067
H 0.55 6.66 0.74 0.080
H 2.22 4.52 -5.60 0.095
H -1.56 -0.45 -1.67 0.059
H 7.49 8.52 1.20 0.120
H 4.31 -3.74 -0.01 0.064
H -3.86 4.44 -1.97 0.122
H -5.53 6.07 0.86 0.086
H 5.91 7.05 2.45 0.103
H 4.39 4.57 -1.12 0.079
H -5.77 2.44 -2.25 0.082
H 1.05 -3.61 0.48 0.057
H -6.19 -2.57 -1.58 0.120
H 9.92 6.37 2.52 0.086
H 2.22 6.18 -1.62 0.112
H 10.20 6.70 0.80 0.086
H -1.12 1.72 4.09 0.042
H -6.18 -0.03 3.24 0.070
H 1.72 -5.40 -0.31 0.109
H 3.71 5.97 0.95 0.098
H -5.08 -6.81 1.60 0.110
H 1.80 7.65 -0.05 0.083
H 2.73 6.05 -6.35 0.126
H -1.38 3.44 2.88 0.080
H 5.33 3.51 -2.14 0.092
H -0.20 4.68 2.93 0.117
H 2.62 -5.62 3.29 0.094
H 4.50 2.40 3.01 0.083
H 0.38 6.95 -6.07 0.132
H 1.51 1.95 -3.92 0.098
H 4.52 1.85 -3.13 0.114
H -5.29 -0.01 -1.93 0.108
H -2.09 -2.62 6.73 0.095
H -1.94 -11.72 -2.28 0.074
H -5.36 -0.92 0.70 0.100
H -2.16 -10.44 -3.60 0.088
H -4.92 -0.95 3.97 0.092
H -4.34 2.91 2.47 0.057
H -4.99 -4.41 2.09 0.125
H -6.31 4.31 -1.19 0.060
H 4.78 -0.58 4.04 0.107
H -0.22 -10.91 -1.07 0.110
H 5.71 -3.62 2.65 0.040
H -5.16 0.80 -0.38 0.092
H 0.28 -9.47 0.84 0.112
H 2.14 -2.53 4.86 0.088
H 0.85 -7.44 4.71 0.088
H -2.19 6.39 -0.69 0.081
H -1.49 -5.19 1.84 0.091
H -3.66 11.27 -0.38 0.085
H 0.18 -4.25 -1.78 0.065
H 1.06 5.13 -0.89 0.103
H -2.15 -6.75 1.47 0.115
H -1.64 3.68 -4.93 0.082
H 4.14 -2.04 0.42 0.088
H -1.21 -5.74 4.23 0.137
H 7.12 -5.85 2.45 0.115
H 0.55 -4.15 2.09 0.079
H -5.84 -5.69 0.37 0.106
H 5.38 -5.55 4.49 0.139
H 3.56 6.55 2.65 0.137
H -2.77 11.87 -1.72 0.089
H 5.61 7.48 -0.38 0.115
H -6.11 -3.53 -0.13 0.104
H 1.39 2.00 0.15 0.082
H -3.25 -10.74 -2.22 0.069
H -1.82 3.22 -3.24 0.073
H 2.66 -7.55 -1.11 0.101
H -1.14 -5.11 -1.01 0.081
H -5.64 8.27 -2.27 0.135
H 6.29 -7.34 2.32 0.094
H -1.93 3.10 -0.87 0.100
H 0.61 2.31 1.72 0.069
H 1.95 0.97 -1.65 0.093
H 4.35 -2.13 3.44 0.079
H 4.56 -8.93 -0.44 0.077
H -0.74 -8.19 -0.01 0.111
H 2.57 0.80 -4.48 0.127
H -0.31 0.58 -4.86 0.079
H 3.49 1.95 1.63 0.080
H -4.39 12.49 -1.47 0.087
H 2.84 -1.17 -3.25 0.127
H -0.96 -2.78 0.11 0.115
H -1.64 -2.98 1.74 0.114
H 2.05 -3.10 1.88 0.090
H 1.19 -1.67 -1.49 0.124
H 0.95 3.34 -8.59 0.098
H 5.46 4.24 1.79 0.134
H -5.54 1.87 1.82 0.038
H 7.18 -6.50 -0.07 0.123
H -4.37 -3.08 -2.70 0.090
H -4.40 6.90 -0.17 0.067
H 6.35 5.90 0.05 0.105
H -7.29 1.35 -2.52 0.143
H 8.05 7.71 -0.29 0.125
H 1.37 -3.81 4.02 0.049
H -3.23 -4.76 3.35 0.077
H -5.36 3.34 0.05 0.063
H -3.13 6.99 -3.14 0.118
H -1.70 -10.58 -0.09 0.107
H -3.17 -0.73 -2.20 0.060
H -5.40 -8.01 -1.15 0.093
H -0.17 1.65 5.61 0.099
H 2.24 -1.03 -0.29 0.128
H 1.93 2.94 -7.22 0.068
H -1.63 5.04 0.08 0.067
```

E_tot: -5336.8456 Ha
Kohn-Sham gap: 8.46 eV
Largest force on an atom: 3.9 eV/A